1.
Molecular formula: C29H72N4O7
Method: DFT, ωB97M-V/def2-TZVPD

Structure (XYZ):
```
112
Properties=species:S:1:pos:R:3:forces:R:3
C -2.4805 1.9824 -3.7516 1.1517 -0.2373 -0.4338
O -1.4594 2.9141 -3.3856 -0.4745 0.2811 -0.3251
H -3.4379 2.4927 -3.7157 -0.0825 -0.2139 0.4644
H -2.3466 1.6303 -4.7839 -0.0160 0.1870 -0.0275
H -2.3351 1.0955 -3.1272 -0.8055 0.1601 0.1633
H -0.6400 2.4203 -3.3525 0.0478 -0.0916 0.0447
C 3.6427 5.4110 -1.6442 0.3779 -0.5810 -1.0295
O 2.9950 6.6435 -1.7784 -0.4310 0.7195 0.9410
H 3.9435 5.2214 -0.6139 -0.2872 0.3066 0.0531
H 2.9860 4.5967 -1.9886 0.1816 -0.0244 0.1766
H 4.5573 5.3837 -2.2528 -0.0668 -0.1345 0.1212
H 3.0102 6.9949 -2.6668 0.1923 -0.3036 -0.2592
C 0.8350 2.0738 -1.3316 0.6020 0.4182 0.3200
O -0.1770 1.0835 -1.3464 0.0867 -0.5755 -0.6798
H 1.8456 1.6571 -1.4274 -0.1642 -0.2761 0.3975
H 0.7956 2.7437 -2.1931 -0.6035 0.1018 0.1354
H 0.7360 2.6313 -0.4003 0.3684 0.2790 -0.1544
H -0.5526 0.9856 -0.4686 -0.0256 0.2282 0.1516
C 6.2175 2.8338 -0.5394 0.5415 -0.0934 -0.7396
C 5.2870 1.7126 -1.0267 -0.7387 1.2639 0.5102
C 6.0042 0.4711 -1.5258 0.8931 0.1461 0.9025
O 5.9713 0.3966 -2.9284 -0.0690 -0.3523 0.1865
C 6.3526 -0.8932 -3.3861 -0.4571 0.2462 0.9434
N 4.3650 1.4001 0.0886 0.2091 -0.5445 -0.4716
H 6.9679 3.0793 -1.2990 0.1502 -0.3599 0.0364
H 6.7128 2.5169 0.3773 0.0410 0.0834 0.0343
H 5.7463 3.8055 -0.3885 -0.4976 -0.2709 0.3152
H 4.6770 2.1241 -1.8403 0.3256 -0.2126 -0.4166
H 5.6571 -0.4349 -1.0103 -0.7449 -0.0645 -0.4367
H 7.0400 0.4896 -1.1535 0.2434 0.2459 -0.3159
H 7.3581 -1.1666 -3.0456 0.2736 0.2967 -0.5452
H 6.1928 -0.8639 -4.4576 0.3318 -0.3892 -0.0711
H 5.7246 -1.6431 -2.8832 -0.2723 -0.0307 -0.4233
H 3.6915 2.1579 0.1365 0.0094 -0.0119 0.2579
H 3.8281 0.5869 -0.2086 -0.1973 0.0920 0.3055
C -0.7256 4.1461 4.2812 0.5220 -0.3589 -0.5890
C -2.0108 3.5455 3.6837 0.2188 2.0894 0.2574
C -1.6721 2.5549 2.5629 -0.6770 -0.8887 2.8401
O -0.9654 3.1267 1.5232 0.4575 -0.5746 -0.4026
C -1.7681 3.7423 0.5376 -0.9690 0.5103 0.6163
N -2.7593 2.9504 4.7781 -0.4882 -1.2550 -0.6349
H -0.0255 4.4539 3.4994 -0.2125 0.0727 -0.0951
H -0.1949 3.3762 4.8467 -0.1575 -0.0142 0.1585
H -0.8773 5.0153 4.9202 -0.3089 -0.0919 0.0721
H -2.5832 4.3926 3.2693 0.0737 -0.0924 -0.2636
H -2.5473 1.9272 2.3335 -0.3256 0.6309 -0.9125
H -1.1410 1.7980 3.1628 1.0455 0.1178 -0.8098
H -1.1418 3.9868 -0.3132 -0.1562 -0.2934 -0.2025
H -2.2343 4.6721 0.8955 0.4018 0.0984 0.1274
H -2.6483 3.1213 0.3319 0.3525 -0.2864 -0.5997
H -3.5753 2.4899 4.3753 0.0175 0.0244 0.3329
H -3.1107 3.6314 5.4356 0.1669 0.2067 -0.0485
C 3.5791 -3.1551 -0.3153 -0.1356 0.2826 -0.3636
C 2.0557 -2.8659 -0.4468 0.5006 -1.5030 0.2758
C 1.2927 -4.1046 0.1121 -0.9959 0.4080 1.0120
C 1.1160 -4.0681 1.6494 0.4200 0.4044 -0.9158
C 0.5679 -2.7424 2.1708 0.6281 -0.6878 0.5242
C 1.4062 -1.5310 1.7267 0.3014 -1.6860 0.7239
N 1.6560 -1.7012 0.3041 -2.1418 1.2155 -0.9285
O 2.0242 -0.4825 -0.3167 0.5704 -0.3666 0.1070
C 0.6666 -0.2779 2.1091 0.0583 1.3876 -0.7160
C 2.7646 -1.5092 2.4731 -0.4160 -0.0205 -0.0017
C 1.6452 -2.7943 -1.9335 0.6393 0.8166 0.7886
H 4.1703 -2.2532 -0.1510 -0.1938 0.1066 0.2092
H 3.9793 -3.5736 -1.2412 -0.0652 -0.3655 0.1393
H 3.7171 -3.8445 0.5157 0.4072 0.0043 -0.0362
H 0.2841 -4.1354 -0.3123 0.0411 0.1144 -0.2041
H 1.7673 -5.0530 -0.1399 0.2534 0.1697 -0.3202
H 2.1264 -4.2188 2.0372 -0.2083 -0.2346 0.5147
H 0.4388 -4.8489 1.9966 0.3017 -0.2977 -0.1003
H 0.6372 -2.8549 3.2588 -0.0758 0.4532 0.0686
H -0.4988 -2.6540 1.9603 0.0822 0.2584 -0.3898
H 0.3619 -0.2855 3.1546 0.2617 -0.1725 0.0856
H 1.3405 0.5662 1.9286 -0.1155 0.1106 0.3307
H -0.2375 -0.0138 1.5480 -0.0450 -0.5774 -0.2275
H 2.6803 -1.2749 3.5363 -0.1730 0.1875 -0.0440
H 3.2293 -2.4919 2.4215 0.2714 0.1281 -0.2055
H 3.3575 -0.7419 1.9743 0.3440 -0.1318 0.1786
H 0.5587 -2.7657 -1.9815 0.0067 0.0310 -0.3570
H 2.0717 -3.6548 -2.4431 -0.2941 -0.1689 -0.0505
H 2.0948 -1.9044 -2.3787 -0.2127 0.0040 -0.1643
H 1.2376 -0.2004 -0.8051 -0.1140 -0.0739 -0.0010
C -4.7634 -4.0568 -0.7696 -0.2949 -0.4940 0.3883
C -4.3306 -3.1680 0.4100 0.3896 -0.2046 -0.7893
C -2.8584 -2.8331 0.2917 1.8289 -1.0155 0.6210
C -2.4334 -2.0989 -0.9623 -0.6692 0.2306 0.4628
C -3.2480 -0.7911 -0.9732 -0.1536 -0.3588 -1.0613
C -4.7679 -0.9075 -0.6284 0.0992 1.0419 -0.8047
N -5.0124 -1.8807 0.4420 0.7460 0.9707 0.6366
O -6.3935 -1.9406 0.7890 0.3952 -0.3271 -0.1840
C -5.1752 0.5035 -0.1445 -0.2468 -0.9926 2.0945
C -5.5931 -1.1583 -1.9335 0.9990 -0.8151 0.5253
C -4.5429 -3.9766 1.6748 -0.8201 0.2049 0.7996
H -4.7257 -3.5423 -1.7239 -0.1111 -0.1040 -0.0066
H -5.7675 -4.4325 -0.5534 -0.1703 0.3040 -0.3205
H -4.1632 -4.9688 -0.8242 0.2767 0.1885 -0.0308
H -2.4524 -2.3167 1.1707 -0.7412 0.6122 -0.0041
H -2.2885 -3.7634 0.4441 -0.2260 -0.2497 -0.6213
H -2.6199 -2.6998 -1.8559 -0.2606 0.0469 -0.0039
H -1.3545 -1.9332 -0.9759 -0.0194 0.2859 0.2000
H -3.2243 -0.4228 -2.0037 -0.0396 0.2566 0.1604
H -2.8226 0.0136 -0.3736 0.2778 -0.3062 0.3390
H -6.1722 0.3737 0.2889 -0.3004 0.5716 -0.6925
H -4.6102 0.7524 0.7648 0.3489 -0.0029 -0.2287
H -5.0653 1.3294 -0.8376 -0.1949 -0.2210 -0.3751
H -4.9218 -1.6661 -2.6299 -0.2983 -0.0298 -0.2675
H -6.4183 -1.8308 -1.7086 -0.2885 0.2975 -0.1960
H -5.8958 -0.2154 -2.3761 -0.2630 -0.0397 -0.0362
H -4.0645 -3.5889 2.5784 0.2006 0.2968 -0.2413
H -4.2188 -5.0107 1.5680 0.0596 0.0415 -0.2340
H -5.6138 -3.9886 1.8964 0.0264 -0.2585 -0.0329
H -6.3034 -1.8105 1.7390 -0.5056 0.0906 -0.0070
```
Positions in Å, forces in eV/Å.

Values from the calculation:
SMILES string: CC1(C)CCCC(C)(C)N1O.CC1(C)CCCC(C)(C)N1O.COC[C@H](C)N.COC[C@H](C)N.CO.CO.CO
Total energy: -51527.6520 eV

2.
Molecular formula: C29H73N9O9
Method: DFT, ωB97M-V/def2-TZVPD

Structure (XYZ):
```
120
Properties=species:S:1:pos:R:3:forces:R:3
C -2.2160 29.2960 32.8730 3.8671 -1.7695 -7.1836
C -2.0590 30.4100 33.7890 -5.4747 -1.4019 1.6534
C -3.3070 31.3440 33.9890 -1.7431 -2.8167 -5.7340
O -3.4280 31.8830 32.5970 -0.2861 -0.8198 2.0089
C -4.6220 32.7300 32.4610 10.3541 4.7911 -0.2938
N -1.7980 29.9040 35.1450 0.1146 -3.9888 -3.5945
H -2.6350 29.4950 35.4950 -0.2072 -1.4799 0.7266
H -0.8840 29.5080 35.0770 0.3679 -1.8462 0.7892
H -1.6710 30.7020 35.5180 1.1241 7.1010 4.9594
H -1.2050 28.6400 32.5740 -1.8058 1.7012 1.8700
H -2.0530 29.8230 31.7410 -1.4965 -1.3219 2.8190
H -2.9430 28.4530 32.8150 -0.3272 1.5150 0.6279
H -1.4060 31.1230 33.5970 4.0178 2.4951 -1.4458
H -3.3240 32.0710 34.7210 0.7165 1.8142 1.6188
H -4.2340 30.7410 34.0770 0.4301 -0.0460 0.5293
H -4.2920 33.3230 31.5790 -1.1867 -0.5633 0.0639
H -4.3720 33.4400 33.2350 -1.4451 0.5335 0.6178
H -5.4420 32.2810 32.4360 -7.0450 -3.8574 -0.1521
C -0.1550 28.5100 29.2450 -0.1565 10.1054 3.9950
C 0.3110 29.5650 28.0960 -0.1170 -1.7643 3.3973
C 0.2850 31.0370 28.4560 -1.1495 0.6287 -2.3012
O -1.0190 31.2430 28.9070 -1.5854 1.0906 -0.4171
C -1.2770 32.2780 29.8570 -0.6184 0.9655 1.3343
N 1.7250 29.2560 27.7030 -7.1450 -6.6616 -3.7275
H 1.6280 28.2610 27.0650 1.2792 2.5881 1.5720
H 1.9390 29.9700 27.1650 2.2617 4.3492 -3.8600
H 2.2440 29.1850 28.4730 2.9512 -0.5713 3.8582
H 0.5060 28.6980 30.1870 -0.7089 0.0002 -1.2758
H -0.1410 27.5560 29.2070 -0.0678 -6.5706 -1.7751
H -1.2100 28.8950 29.6620 2.2549 -1.0564 -1.3264
H -0.5050 29.3990 27.4720 -0.2490 -0.3760 -2.5832
H 0.5600 31.7060 27.5020 -0.6388 -1.5899 1.9683
H 0.9960 31.2380 29.1850 1.4814 0.6066 1.7417
H -0.7340 31.8620 30.7520 -0.6237 1.1629 -0.1438
H -2.4790 32.4240 30.1600 3.3538 -0.8115 -1.2368
H -0.8730 33.3550 29.5970 -0.6009 -2.2517 0.1938
C 3.5940 31.2400 30.2890 8.8881 -5.9381 -7.8338
C 3.3860 29.8200 30.5470 -1.5787 0.4709 3.3577
O 2.8280 29.5370 31.6020 -0.3360 -0.5933 0.2197
N 3.6740 28.8500 29.6920 4.0092 1.0513 -3.8903
C 3.5170 27.4650 29.8900 -3.1340 0.2812 3.0166
H 3.3870 31.5590 29.3060 -0.3399 0.0872 -1.5819
H 4.7470 31.5570 30.3820 -1.9746 -1.1953 -0.3469
H 3.2650 31.8630 30.8290 -5.5551 7.6157 8.2125
H 4.4080 29.0530 28.9510 -1.3074 0.1379 1.4469
H 3.8830 26.9020 29.1210 1.8799 -1.4104 -1.3795
H 2.4690 27.3290 29.7650 -1.5190 -0.5472 -0.3509
H 3.5240 27.1180 30.9370 1.3665 0.1214 -0.3943
C 4.6360 26.5420 26.2430 -2.0145 1.8870 -4.2858
C 3.2180 26.2320 26.6220 -1.0351 2.2272 -1.7351
O 2.2480 26.8670 26.1620 0.2229 0.5722 0.3065
N 3.0120 25.2270 27.4190 -6.6892 1.9830 -0.8027
C 1.6380 24.7830 27.7920 1.1825 -7.0401 -11.2316
H 5.1870 26.8800 27.0020 2.3941 0.5112 3.4279
H 4.7900 27.4590 25.4850 -1.0812 -2.2363 1.3486
H 4.9740 25.6620 25.7670 1.1253 -0.8557 -0.3692
H 3.7060 24.7170 27.6490 5.9436 -4.5529 2.1213
H 1.4330 25.1590 28.5930 -3.2057 4.7691 8.7398
H 1.5610 23.6090 27.9650 0.8726 2.3460 -0.3479
H 0.8610 24.8720 26.8280 2.1387 0.5087 2.9399
C -0.6050 31.6180 23.5840 1.0225 -2.9814 4.5436
C 0.1100 30.3570 24.0250 -0.9578 1.3849 -2.5847
O 0.5330 30.2520 25.1280 1.3096 -0.7230 3.4630
N 0.3840 29.4620 23.0600 1.4716 -2.7517 -0.1534
C 1.0790 28.0850 23.3560 -0.1417 1.7300 -4.2609
H -0.0180 32.4170 23.6590 2.7592 3.1201 0.2733
H -1.4640 31.8600 24.0950 -1.8871 0.1012 1.9708
H -0.9200 31.5090 22.7030 -2.1530 -0.6647 -7.4539
H -0.0770 29.3490 22.1570 -0.0261 1.0673 0.7012
H 2.0910 28.0130 23.8200 -0.7614 0.8618 -0.6773
H 1.0370 27.7020 22.1850 0.5642 0.1675 3.4313
H 0.4220 27.5760 23.9790 -1.1411 -1.3377 0.9294
C 3.9260 31.5290 24.5680 -6.8171 -2.7274 1.5352
C 2.9570 32.2370 25.6360 0.7362 1.9362 -8.4164
O 2.8090 31.9600 26.7350 0.1072 -2.6224 7.3267
N 2.2040 33.2360 25.0800 0.4048 -0.6041 -2.9221
C 1.2330 33.9510 25.8620 -2.8033 -1.7053 0.8639
H 3.3660 31.0460 23.6570 0.1505 0.4664 2.0656
H 4.4520 30.7840 25.0390 1.0662 -1.9173 1.2625
H 4.5480 32.0090 24.0260 4.4467 4.5966 -2.8809
H 2.1940 33.1340 24.0260 -0.3928 0.9094 1.9739
H 0.5650 34.6730 25.3480 1.3194 -0.0898 0.1064
H 1.6950 34.2340 26.7700 0.8196 1.4972 0.5566
H 0.4350 33.2920 26.4090 1.0312 0.2128 -1.5442
C -0.9910 38.9460 32.0010 7.6522 -3.4044 -3.0142
C -1.5060 37.5050 31.9290 -0.4562 0.6259 2.3688
O -1.8300 36.9040 32.9640 0.7527 -0.1376 -1.0134
N -1.8300 37.0790 30.7190 -0.1440 -0.1166 -5.8789
C -2.3310 35.6390 30.4040 0.1283 2.4220 -0.3828
H -0.5850 39.2130 30.9620 -1.6595 0.6577 1.4281
H 0.0600 39.0680 32.5910 -2.6125 -0.8303 -0.8894
H -1.6910 39.3230 32.5610 -3.8054 3.5852 2.2865
H -1.7650 37.7760 29.8300 -0.0243 -2.3292 3.2600
H -1.9890 35.2960 29.2880 -1.2430 1.1409 2.8149
H -3.4710 35.7390 30.6400 2.0664 -1.0769 -0.7988
H -1.7460 35.0910 31.1500 -0.7236 -0.5178 -0.1748
C -3.8510 29.9470 29.1090 -0.4369 -1.7156 0.2169
C -4.2100 28.6260 29.8300 -2.1642 1.2598 -1.9846
O -5.1270 28.5570 30.6070 -1.0580 0.2843 1.8855
N -3.5410 27.5380 29.5100 3.1086 -0.3870 -1.7395
C -3.7530 26.2520 29.9900 6.0655 -0.2907 5.9853
H -3.1210 29.6210 28.4070 1.1160 0.6614 -0.4976
H -3.5040 30.4110 29.9900 1.2415 1.4037 0.5511
H -4.5670 30.6350 28.6290 -0.3635 -1.0339 0.4379
H -2.9050 27.3330 28.7220 -0.3584 2.1155 0.1832
H -4.4540 25.8560 29.4980 -5.6142 -3.7298 -3.6616
H -3.9600 26.1130 31.0950 0.0495 0.6338 -1.1605
H -2.7520 25.6630 29.8300 -1.8564 0.8061 0.1533
C -2.7110 28.9350 25.5940 6.2503 -4.6711 -0.1354
C -2.5390 27.4230 26.1470 0.5993 3.8206 -0.5949
O -1.9360 27.3300 27.2030 -0.0785 -1.2241 0.9070
N -3.0260 26.4480 25.3920 -0.7341 -1.2540 2.8456
C -3.1660 25.0400 26.0500 3.8690 2.7057 -10.8872
H -3.5480 29.2920 25.8630 -6.6674 2.3294 1.3063
H -2.4840 28.8720 24.5770 -0.2947 0.4178 -1.9340
H -1.9820 29.5930 26.0340 0.6369 -0.1419 0.3063
H -3.0690 26.7180 24.4420 -0.8408 -0.6810 -1.0170
H -3.5790 24.3980 25.2820 0.0959 -0.2416 0.2095
H -3.5420 24.9500 26.8770 -5.4437 0.2576 8.6683
H -2.1840 24.8590 26.2820 2.6703 -1.3549 -0.0410
```
Positions in Å, forces in eV/Å.

Values from the calculation:
Net charge: +2
Total energy: -63065.2421 eV

In kJ/mol, the ΔE to the lowest compared entry with this formula, charge and spin values for the records above are, in order, 104.8; 806.5.
In eV, the HOMO level values for the records above are, in order, -8.013; -12.538.
In eV, the E_LUMO values for the records above are, in order, 0.57; -4.41.